# 1
C30H68I2N13O6P3S | ωB97M-V/def2-TZVPD

Output
- Kohn-Sham gap: 7.96 eV
- Net charge: 0
- SMILES string: [H]/N=C\C[C@](C[C@H](O)CN)(N=C=S)O[C@@](C)([PH2]=N)[C@@](OC#N)(/C(I)=C(/C)I)N(CNC)COC.CN(C)P(=O)(N(C)C)N(C)C.CN(C)P(=O)(N(C)C)N(C)C
- F_max: 6.97 eV/Å
- M: 1085.76 g mol⁻¹

Last column: Löwdin charge in e.
Positions of all 123 atoms, in Å:
1 H -1.78935 1.93704 -4.15255  0.02
2 N -2.15856 0.98296 -4.08450  0.13
3 C -1.57414 0.39609 -3.13097  -0.24
4 C -0.47407 0.94882 -2.24278  -0.06
5 C -0.92138 1.54925 -0.86046  -0.43
6 C -2.38527 1.17606 -0.51761  -0.05
7 C -2.64166 -0.27112 -0.09979  -0.34
8 O -3.29452 -1.01755 -1.14107  -0.05
9 C -3.65359 -0.27240 1.06664  -0.24
10 N -3.59898 -1.54750 1.84097  -0.01
11 N -0.94102 3.03161 -0.94232  0.10
12 C -1.47354 3.58023 -1.88116  -0.75
13 S -2.47529 4.40437 -2.77099  0.76
14 O -0.13391 0.99251 0.16283  -0.13
15 C 1.04201 1.61172 0.55696  -0.50
16 C 1.89539 2.19850 -0.58440  -0.06
17 P 0.70019 3.16934 1.64552  0.79
18 N -0.84810 3.43830 1.87345  -0.34
19 C 1.99843 0.58541 1.36819  -0.40
20 O 3.01378 1.51454 1.87722  -0.03
21 C 3.35641 1.39340 3.11728  -0.39
22 N 3.65436 1.27632 4.24564  0.20
23 C 1.28134 -0.20389 2.46313  -0.58
24 I -0.63084 0.36951 3.23623  1.17
25 C 1.76165 -1.28764 3.08993  -0.73
26 C 1.01466 -2.06351 4.14971  -0.24
27 I 3.69389 -2.07930 2.77029  1.12
28 N 2.65522 -0.22465 0.36497  -0.08
29 C 4.06364 -0.03958 0.10083  -0.28
30 N 4.58846 -0.94175 -0.93698  -0.08
31 C 6.00456 -0.59685 -1.16510  -0.11
32 C 1.90582 -1.24870 -0.27683  -0.23
33 O 2.35239 -2.59585 -0.09038  -0.23
34 C 2.38224 -3.27601 -1.32093  -0.12
35 H -1.84601 -0.64532 -2.96975  0.10
36 H 0.19052 1.62298 -2.78795  0.12
37 H 0.15877 0.09618 -1.98460  0.10
38 H -3.07860 1.44247 -1.31656  0.13
39 H -2.62724 1.81993 0.32918  0.11
40 H -1.76904 -0.85564 0.20706  0.13
41 H -3.44379 -1.91114 -0.82313  0.09
42 H -3.47031 0.54090 1.77419  0.08
43 H -4.67275 -0.15598 0.69432  0.12
44 H -3.51875 -1.30105 2.81541  0.04
45 H -2.76684 -2.06071 1.57988  0.04
46 H 1.39673 3.02264 -1.09160  0.07
47 H 2.10807 1.44660 -1.34729  0.09
48 H 2.85196 2.57778 -0.23098  0.08
49 H 1.22960 4.29776 0.97424  0.02
50 H 1.28553 3.04964 2.92305  0.01
51 H -1.02540 3.42755 2.87070  -0.07
52 H 0.95770 -1.46876 5.06119  0.08
53 H 1.56954 -2.96303 4.41670  0.03
54 H 0.04253 -2.39912 3.79624  0.05
55 H 4.29243 0.97774 -0.26714  0.12
56 H 4.72616 -0.16696 0.95875  0.05
57 H 4.12004 -0.68660 -1.79963  0.10
58 H 6.45710 -0.13127 -0.28719  0.08
59 H 6.57700 -1.49874 -1.37671  0.08
60 H 6.11282 0.12465 -1.98073  0.08
61 H 0.85325 -1.24530 0.01536  0.14
62 H 1.89775 -1.07546 -1.36602  0.11
63 H 2.63263 -4.32400 -1.17579  0.09
64 H 3.13255 -2.85192 -1.99884  0.07
65 H 1.42110 -3.21172 -1.84936  0.09
66 C -5.17713 4.56518 -7.64315  -0.14
67 N -3.77137 4.26361 -7.82918  -0.30
68 C -3.31262 3.42205 -6.72545  -0.15
69 P -2.57382 5.30732 -8.50792  0.71
70 O -1.54939 4.26168 -8.87442  -0.30
71 N -3.00700 5.74736 -10.12944  -0.35
72 C -4.32009 5.47234 -10.67674  -0.14
73 C -1.98649 5.52430 -11.14793  -0.15
74 N -3.33802 6.76890 -7.90554  -0.27
75 C -2.99681 8.03062 -8.60070  -0.13
76 C -2.98411 6.98964 -6.47837  -0.13
77 H -5.36880 5.24075 -6.79678  0.08
78 H -5.72428 3.63918 -7.45067  0.09
79 H -5.63848 4.99647 -8.52527  0.05
80 H -3.33973 3.95653 -5.76556  0.04
81 H -2.29188 3.07693 -6.88142  0.07
82 H -3.93183 2.52808 -6.63393  0.08
83 H -4.57127 4.40432 -10.65313  0.09
84 H -4.37989 5.81070 -11.71352  0.08
85 H -5.09011 6.04517 -10.15416  0.06
86 H -1.94550 4.47950 -11.47724  0.08
87 H -1.00152 5.80409 -10.77934  0.07
88 H -2.18677 6.15394 -12.01949  0.08
89 H -1.91711 8.17454 -8.68842  0.09
90 H -3.41338 8.87766 -8.05146  0.08
91 H -3.43437 8.07241 -9.59241  0.07
92 H -1.90949 7.14133 -6.34408  0.09
93 H -3.27581 6.13449 -5.86594  0.05
94 H -3.51229 7.85657 -6.08366  0.08
95 C 3.69179 -6.86365 7.08736  -0.14
96 N 2.92419 -5.63356 7.06720  -0.30
97 C 3.81053 -4.51961 6.74218  -0.14
98 P 1.58517 -5.23245 8.08340  0.71
99 O 0.98037 -4.14486 7.22644  -0.31
100 N 0.30835 -6.38746 7.88089  -0.34
101 C 0.50244 -7.63126 7.16288  -0.14
102 C -1.00998 -5.83916 7.57956  -0.15
103 N 2.19757 -6.14574 9.45112  -0.27
104 C 1.20602 -6.55656 10.47144  -0.12
105 C 3.22414 -5.35929 10.18518  -0.13
106 H 4.39103 -6.92610 7.93354  0.08
107 H 4.28230 -6.93789 6.17088  0.08
108 H 3.06875 -7.75147 7.10323  0.05
109 H 4.56040 -4.34293 7.52650  0.07
110 H 3.25368 -3.59402 6.60443  0.06
111 H 4.33883 -4.70926 5.80503  0.08
112 H 0.83623 -7.47357 6.12935  0.09
113 H -0.42681 -8.20412 7.13411  0.08
114 H 1.21038 -8.27904 7.68565  0.07
115 H -1.12244 -5.57838 6.52054  0.08
116 H -1.20543 -4.94786 8.17258  0.07
117 H -1.78378 -6.56623 7.84039  0.08
118 H 0.59746 -5.71742 10.81659  0.09
119 H 1.72143 -6.98540 11.33326  0.08
120 H 0.54709 -7.33366 10.09941  0.07
121 H 2.80796 -4.44051 10.60697  0.09
122 H 4.04660 -5.07722 9.52578  0.06
123 H 3.65402 -5.95165 10.99156  0.08


# 2
C30H68N6O5S3 | ωB97M-V/def2-TZVPD

Output
- Kohn-Sham gap: 7.97 eV
- Net charge: 0
- ΔE to the lowest compared entry with this formula, charge and spin: 39.9 kJ/mol
- F_max: 1.77 eV/Å
- M: 689.11 g mol⁻¹

Last column: Löwdin charge in e.
Positions of all 112 atoms, in Å:
1 O 7.68512 -4.68842 -1.03402  -0.20
2 S 8.41805 -4.02244 -0.03631  0.63
3 O 9.62415 -4.57314 0.43888  -0.20
4 O 7.53446 -3.73126 1.32398  -0.20
5 C 7.84633 -2.35515 1.60773  -0.66
6 S 6.99743 -1.76870 3.09713  0.85
7 C 7.63085 -1.69800 0.28902  -0.32
8 C 7.98657 -0.24269 0.09018  -0.17
9 C 6.97666 0.73846 0.68859  -0.45
10 S 5.74237 1.33109 -0.51184  1.01
11 C 4.52024 0.09540 -0.35271  -0.72
12 N 3.79952 -0.44297 -1.24949  0.07
13 N 3.00333 -1.35814 -0.59073  0.07
14 C 3.31014 -1.33566 0.63592  -0.17
15 O 4.27970 -0.39847 0.87270  0.00
16 O 8.56617 -2.48728 -0.54081  -0.16
17 H 8.90549 -2.39101 1.86861  0.12
18 H 7.58989 -0.57674 3.26772  -0.11
19 H 6.68952 -1.91510 -0.21446  0.16
20 H 8.98831 -0.04183 0.46606  0.13
21 H 8.02005 -0.07798 -0.98157  0.12
22 H 6.41477 0.31079 1.50913  0.02
23 H 7.47014 1.62446 1.06749  0.08
24 H 2.92794 -1.90781 1.45417  0.13
25 C -3.02973 -2.28414 2.30969  -0.08
26 C -1.80904 -1.38761 2.16873  -0.28
27 N -1.54611 -0.97563 0.80538  -0.19
28 C -0.23947 -0.36528 0.63039  -0.25
29 C 0.03944 0.95798 1.35548  -0.07
30 C -2.64068 -0.31483 0.11967  -0.24
31 C -3.22267 0.95829 0.74738  -0.08
32 H -2.95410 -3.15176 1.65290  0.08
33 H -3.10519 -2.64257 3.33754  0.07
34 H -3.95604 -1.75546 2.08126  0.07
35 H -0.94237 -1.95492 2.52275  0.11
36 H -1.91888 -0.52746 2.84929  0.10
37 H -0.05246 -0.22945 -0.43779  0.11
38 H 0.50848 -1.09246 0.95905  0.09
39 H -0.46596 1.79852 0.88120  0.05
40 H 1.11087 1.17444 1.32189  0.07
41 H -0.25136 0.92542 2.40666  0.06
42 H -3.45471 -1.03629 0.00575  0.10
43 H -2.32669 -0.09739 -0.90492  0.11
44 H -3.38920 0.85822 1.82091  0.07
45 H -4.18854 1.18023 0.28819  0.07
46 H -2.58152 1.82201 0.57278  0.04
47 C 0.29879 3.30051 -3.19755  -0.08
48 C -1.03061 3.33729 -2.45893  -0.27
49 N -1.57372 4.67593 -2.31468  -0.19
50 C -2.67899 4.74339 -1.37598  -0.25
51 C -3.96568 3.98353 -1.72073  -0.09
52 C -1.74034 5.42169 -3.54903  -0.24
53 C -2.62009 4.79242 -4.63501  -0.08
54 H 1.02450 3.96577 -2.72761  0.08
55 H 0.70418 2.28785 -3.17546  0.07
56 H 0.19424 3.58587 -4.24525  0.06
57 H -0.86531 2.93275 -1.45540  0.10
58 H -1.73329 2.65155 -2.95967  0.09
59 H -2.92647 5.79290 -1.19459  0.11
60 H -2.30961 4.36787 -0.41535  0.10
61 H -4.54572 4.48696 -2.49313  0.06
62 H -4.60375 3.92855 -0.83553  0.07
63 H -3.76825 2.95948 -2.04108  0.05
64 H -0.74908 5.59844 -3.97532  0.10
65 H -2.11383 6.42098 -3.31216  0.11
66 H -2.40207 3.73233 -4.76948  0.05
67 H -2.44271 5.28742 -5.59229  0.07
68 H -3.68032 4.90255 -4.41247  0.06
69 C 0.11172 0.49814 5.84108  -0.09
70 C -0.01094 -0.29303 7.13593  -0.27
71 N -0.95197 -1.39205 7.04498  -0.20
72 C -1.29199 -1.97224 8.33308  -0.25
73 C -0.17988 -2.66232 9.13166  -0.09
74 C -0.70848 -2.33618 5.97025  -0.25
75 C 0.65011 -3.04911 5.92864  -0.08
76 H -0.86544 0.84636 5.50286  0.08
77 H 0.74508 1.37167 6.00172  0.07
78 H 0.56581 -0.09001 5.04140  0.06
79 H -0.36551 0.39002 7.91236  0.12
80 H 0.99287 -0.62368 7.44643  0.10
81 H -2.11609 -2.67644 8.19127  0.11
82 H -1.70542 -1.16995 8.95267  0.11
83 H 0.08167 -3.63294 8.71251  0.05
84 H -0.52063 -2.84022 10.15380  0.07
85 H 0.72368 -2.05510 9.19308  0.07
86 H -0.83834 -1.80597 5.02217  0.08
87 H -1.50257 -3.08706 5.97146  0.12
88 H 1.48167 -2.36572 6.10700  0.07
89 H 0.79946 -3.49353 4.94175  0.07
90 H 0.70851 -3.85996 6.65274  0.05
91 C -2.96412 -1.39057 -8.42736  -0.09
92 C -3.44299 -0.41237 -7.36501  -0.28
93 N -4.03722 -1.06310 -6.21338  -0.20
94 C -4.74499 -0.14814 -5.33587  -0.25
95 C -3.93075 0.93625 -4.62178  -0.09
96 C -3.20755 -2.05526 -5.55100  -0.25
97 C -1.83792 -1.61224 -5.01870  -0.08
98 H -3.76896 -2.06134 -8.73069  0.08
99 H -2.63059 -0.84172 -9.30902  0.07
100 H -2.12271 -1.99250 -8.08188  0.06
101 H -4.20475 0.22713 -7.81931  0.12
102 H -2.60600 0.24818 -7.08828  0.10
103 H -5.29151 -0.73101 -4.58949  0.11
104 H -5.51827 0.34677 -5.93261  0.11
105 H -3.34161 0.52742 -3.80076  0.05
106 H -4.60642 1.67729 -4.18730  0.07
107 H -3.26184 1.46772 -5.29967  0.06
108 H -3.04640 -2.87993 -6.25050  0.10
109 H -3.78220 -2.50011 -4.73496  0.11
110 H -1.29260 -1.00004 -5.73834  0.07
111 H -1.22473 -2.49090 -4.80933  0.07
112 H -1.92236 -1.05555 -4.08636  0.05